{
  "formula": "C28H31ClN3PSTc",
  "method": "ωB97M-V/def2-TZVPD",
  "de_lowest_kcal_mol": 0.0,
  "homo_ev": [-13.3205, -14.1088],
  "charge": 2,
  "orbital_gap_ha": [0.2644, 0.2589],
  "spin_multiplicity": 4,
  "elements": ["Tc", "Cl", "S", "P", "N", "N", "N", "C", "C", "C", "C", "C", "C", "C", "C", "C", "C", "C", "C", "C", "C", "C", "C", "C", "C", "C", "C", "C", "C", "C", "C", "C", "C", "C", "C", "H", "H", "H", "H", "H", "H", "H", "H", "H", "H", "H", "H", "H", "H", "H", "H", "H", "H", "H", "H", "H", "H", "H", "H", "H", "H", "H", "H", "H", "H", "H"],
  "xyz": [[-0.592, -0.444, 0.558], [-0.904, -2.816, 0.519], [-0.458, 1.656, 1.627], [1.798, -1.049, 0.461], [-2.330, 3.017, 0.211], [-1.648, -0.104, -0.781], [-2.666, 2.826, 2.497], [3.046, -4.835, 1.427], [-3.804, 4.321, -1.186], [-3.306, 0.581, -2.345], [2.218, 0.398, -1.836], [2.462, 0.559, -3.189], [-3.793, 3.574, 2.500], [-4.199, 4.068, 1.288], [2.653, -0.555, -4.000], [1.859, -5.555, 1.437], [4.309, 0.053, 0.900], [2.609, -1.832, -3.459], [2.375, -2.004, -2.100], [-2.272, -0.508, -2.051], [-1.952, 2.558, 1.377], [-2.941, -1.875, -1.944], [5.294, 0.579, 1.726], [3.790, 0.480, 3.611], [-4.472, 3.815, 3.807], [2.183, -0.889, -1.289], [3.065, -0.258, 1.440], [2.801, -0.041, 2.794], [3.040, -3.477, 1.141], [-1.191, -0.521, -3.130], [1.846, -2.818, 0.852], [0.691, -3.579, 0.886], [0.650, -4.925, 1.164], [5.036, 0.787, 3.074], [-3.436, 3.784, 0.156], [-2.907, 4.637, -1.715], [-0.782, 0.477, -3.285], [4.512, -0.106, -0.152], [-4.269, 3.523, -1.771], [2.504, 1.553, -3.615], [-3.790, 0.362, -3.298], [-2.816, 1.552, -2.413], [-0.284, -5.469, 1.177], [-4.507, 5.147, -1.113], [-3.538, -2.054, -2.839], [3.980, -5.334, 1.647], [3.969, -2.919, 1.145], [6.263, 0.825, 1.314], [2.839, -0.425, -5.058], [-5.089, 4.677, 1.224], [5.808, 1.195, 3.712], [1.862, -6.612, 1.666], [-1.631, -0.870, -4.066], [-5.456, 4.245, 3.645], [-4.074, 0.618, -1.570], [1.828, -0.278, 3.212], [-2.203, -2.674, -1.876], [-0.375, -1.197, -2.863], [2.765, -2.696, -4.091], [3.592, 0.648, 4.660], [2.064, 1.270, -1.209], [-3.885, 4.513, 4.408], [-3.606, -1.925, -1.079], [-4.579, 2.886, 4.368], [-2.308, 2.460, 3.373], [2.350, -3.002, -1.682]],
  "lowdin_charge": [0.817, 0.729, 0.572, 0.955, 0.139, -0.160, 0.122, -0.030, 0.003, -0.052, -0.106, -0.059, -0.219, 0.065, -0.047, -0.027, -0.071, -0.052, -0.075, -0.688, -0.707, -0.071, -0.046, -0.053, 0.021, -0.391, -0.385, -0.104, -0.046, -0.035, -0.382, -0.540, -0.077, -0.043, -0.248, 0.102, 0.088, 0.113, 0.093, 0.118, 0.100, 0.071, 0.121, 0.094, 0.098, 0.124, 0.123, 0.119, 0.119, 0.141, 0.119, 0.127, 0.103, 0.100, 0.087, 0.098, 0.049, 0.069, 0.118, 0.117, 0.113, 0.112, 0.086, 0.103, 0.154, 0.108]
}